No. 1
{
  "formula": "C5H17IN2Zn",
  "method": "ωB97M-V/def2-TZVPD",
  "multiplicity": 1,
  "e_tot_ha": -2387.14148,
  "lumo_ev": -0.1,
  "symbols": ["C", "C", "H", "H", "H", "H", "H", "H", "Zn", "C", "H", "H", "H", "I", "N", "C", "C", "N", "H", "H", "H", "H", "H", "H", "H", "H"],
  "positions_angstrom": [[-0.206, -2.192, -2.381], [1.666, 2.411, -2.940], [-0.644, -3.065, -2.872], [-0.901, -1.349, -2.398], [0.100, -2.446, -1.363], [2.255, 2.801, -2.099], [2.313, 2.325, -3.826], [0.848, 3.112, -3.161], [0.845, 0.651, -2.617], [-1.144, 0.980, -2.694], [-1.271, 2.059, -2.883], [-1.567, 0.734, -1.706], [-1.648, 0.411, -3.487], [1.562, -1.742, -3.576], [-1.131, 0.021, 0.277], [0.060, 0.324, 1.068], [1.297, -0.379, 0.555], [1.848, 0.289, -0.650], [-1.952, 0.444, 0.703], [-1.284, -0.986, 0.243], [0.205, 1.411, 1.064], [-0.086, 0.009, 2.115], [2.053, -0.370, 1.352], [1.085, -1.422, 0.297], [2.151, 1.237, -0.411], [2.678, -0.209, -0.975]],
  "lowdin_charge": [-0.4829, -0.2904, -0.0018, -0.0387, -0.0116, -0.0496, -0.0503, -0.0353, 0.3309, -0.2804, -0.0305, -0.0688, -0.0404, 0.8933, -0.0147, -0.2741, -0.2442, -0.0427, 0.0829, 0.0714, 0.1197, 0.1066, 0.1121, 0.0970, 0.0811, 0.0611]
}

No. 2
{
  "formula": "C59H50HfN11P",
  "method": "ωB97M-V/def2-TZVPD",
  "multiplicity": 1,
  "e_tot_ha": -3268.88020,
  "lumo_ev": -11.1,
  "total_charge": 4,
  "symbols": ["Hf", "C", "N", "C", "N", "C", "C", "C", "C", "C", "C", "C", "C", "C", "C", "C", "C", "C", "C", "P", "C", "N", "C", "C", "N", "C", "C", "C", "C", "C", "C", "C", "C", "C", "C", "C", "C", "C", "C", "N", "C", "C", "N", "C", "C", "C", "C", "C", "C", "C", "C", "C", "C", "C", "C", "C", "H", "H", "H", "H", "H", "H", "H", "H", "H", "H", "H", "H", "H", "H", "H", "H", "H", "H", "H", "H", "H", "H", "H", "H", "H", "H", "H", "H", "H", "H", "H", "H", "H", "H", "H", "H", "H", "H", "H", "C", "C", "N", "C", "C", "N", "C", "N", "N", "N", "C", "C", "C", "C", "C", "C", "H", "H", "H", "H", "H", "H", "H", "H", "H", "H", "H"],
  "positions_angstrom": [[0.244, -0.689, -0.729], [5.709, 0.213, 0.455], [4.515, -0.344, -0.200], [3.234, -0.071, 0.075], [2.448, -0.807, -0.743], [3.273, -1.530, -1.573], [4.580, -1.263, -1.230], [5.844, -1.796, -1.761], [6.149, -3.142, -1.560], [7.332, -3.658, -2.069], [8.199, -2.835, -2.775], [7.894, -1.495, -2.977], [6.716, -0.969, -2.470], [2.680, -2.311, -2.660], [3.417, -2.668, -3.789], [2.816, -3.353, -4.836], [1.472, -3.697, -4.791], [0.714, -3.349, -3.682], [1.324, -2.658, -2.641], [2.680, 1.250, 1.255], [1.546, 2.092, 0.079], [0.706, 1.411, -0.715], [0.114, 2.307, -1.579], [0.556, 3.567, -1.266], [1.469, 3.393, -0.229], [2.254, 4.485, 0.362], [0.249, 4.868, -1.871], [-0.314, 5.884, -1.096], [-0.609, 7.105, -1.679], [-0.346, 7.311, -3.028], [0.209, 6.300, -3.800], [0.508, 5.073, -3.226], [-0.692, 1.722, -2.647], [-1.896, 2.252, -3.093], [-2.610, 1.581, -4.077], [-2.143, 0.390, -4.625], [-0.938, -0.142, -4.197], [-0.213, 0.522, -3.206], [1.368, 0.274, 2.074], [0.558, -0.539, 1.381], [-0.180, -1.277, 2.281], [0.145, -0.861, 3.548], [1.132, 0.102, 3.381], [1.827, 0.762, 4.495], [-0.325, -1.339, 4.853], [-0.144, -2.685, 5.176], [-0.588, -3.162, 6.400], [-1.210, -2.300, 7.294], [-1.394, -0.962, 6.970], [-0.953, -0.476, 5.750], [-0.921, -2.389, 1.687], [-0.284, -3.023, 0.599], [-0.919, -4.057, -0.092], [-2.189, -4.447, 0.300], [-2.807, -3.826, 1.382], [-2.183, -2.801, 2.084], [5.461, 0.498, 1.473], [6.473, -0.559, 0.462], [6.065, 1.073, -0.108], [5.471, -3.780, -1.006], [7.581, -4.698, -1.911], [9.121, -3.240, -3.171], [8.574, -0.863, -3.531], [6.471, 0.073, -2.636], [4.465, -2.409, -3.849], [3.410, -3.623, -5.698], [1.026, -4.250, -5.606], [-0.323, -3.652, -3.615], [0.683, -2.607, -1.730], [2.486, 5.196, -0.427], [1.674, 4.977, 1.138], [3.171, 4.075, 0.777], [-0.532, 5.718, -0.047], [-1.046, 7.896, -1.086], [-0.574, 8.267, -3.480], [0.416, 6.471, -4.847], [0.952, 4.288, -3.826], [-2.264, 3.184, -2.684], [-3.541, 2.002, -4.437], [-2.707, -0.095, -5.410], [-0.529, -1.033, -4.657], [0.832, 0.208, -3.044], [1.864, 0.063, 5.325], [2.835, 1.021, 4.180], [1.280, 1.655, 4.789], [0.355, -3.352, 4.483], [-0.440, -4.201, 6.660], [-1.553, -2.674, 8.249], [-1.881, -0.301, 7.673], [-1.110, 0.565, 5.495], [0.801, -2.901, 0.478], [-0.400, -4.591, -0.879], [-2.690, -5.262, -0.206], [-3.793, -4.145, 1.693], [-2.683, -2.328, 2.919], [-2.696, 0.819, 0.637], [-2.940, -0.267, -0.349], [-1.978, -0.902, -1.035], [-2.617, -1.819, -1.860], [-3.947, -1.733, -1.654], [-4.136, -0.756, -0.698], [-5.471, -0.449, -0.129], [-5.380, -0.212, 1.271], [-4.806, -1.175, 2.038], [-4.678, -0.745, 3.229], [-5.242, 0.512, 3.312], [-5.408, 1.361, 4.414], [-6.019, 2.568, 4.176], [-6.461, 2.930, 2.884], [-6.314, 2.104, 1.793], [-5.689, 0.880, 2.042], [-1.669, 1.183, 0.549], [-2.855, 0.472, 1.660], [-3.353, 1.671, 0.457], [-2.080, -2.460, -2.537], [-4.772, -2.276, -2.085], [-6.079, -1.329, -0.332], [-5.903, 0.419, -0.624], [-5.091, 1.064, 5.403], [-6.189, 3.257, 4.992], [-6.953, 3.885, 2.757], [-6.695, 2.392, 0.822]],
  "lowdin_charge": [1.8671, 0.0382, -0.0198, -0.3860, -0.0422, -0.1380, -0.0789, -0.2273, -0.0214, -0.0357, -0.0302, -0.0368, -0.0324, -0.1431, 0.0311, 0.0021, -0.0231, -0.0691, -0.1139, 1.2327, -0.3955, -0.0684, -0.1567, -0.0698, -0.0078, 0.0425, -0.2038, -0.0331, -0.0382, -0.0305, -0.0372, -0.0191, -0.1837, 0.0146, -0.0043, -0.0254, -0.0537, -0.1301, -0.4015, -0.0672, -0.1476, -0.0676, -0.0056, 0.0443, -0.2004, -0.0178, -0.0353, -0.0297, -0.0403, -0.0328, -0.1776, -0.1543, -0.0592, -0.0257, 0.0018, 0.0059, 0.0837, 0.1160, 0.1143, 0.1250, 0.1230, 0.1261, 0.1233, 0.1225, 0.1261, 0.1351, 0.1312, 0.1114, 0.0288, 0.1176, 0.1126, 0.0843, 0.1189, 0.1228, 0.1261, 0.1229, 0.1235, 0.1358, 0.1314, 0.1304, 0.1118, 0.1090, 0.1157, 0.0870, 0.1140, 0.1234, 0.1230, 0.1259, 0.1214, 0.1187, 0.1155, 0.1223, 0.1311, 0.1318, 0.1068, 0.0388, -0.3080, -0.0420, -0.1081, 0.0053, 0.0332, -0.0151, -0.0732, 0.0547, 0.0945, -0.2222, 0.0081, -0.0462, -0.0423, -0.0048, -0.1813, 0.0609, 0.0856, 0.1083, 0.1067, 0.1489, 0.1520, 0.1544, 0.1221, 0.1201, 0.1219, 0.1152]
}

No. 3
{
  "formula": "C3H7N5O",
  "method": "ωB97M-V/def2-TZVPD",
  "multiplicity": 1,
  "e_tot_ha": -467.40548,
  "lumo_ev": [-0.2, -0.2],
  "e_above_lowest_kcal_mol": 89.9,
  "symbols": ["C", "C", "C", "N", "N", "N", "N", "N", "O", "H", "H", "H", "H", "H", "H", "H"],
  "positions_angstrom": [[-0.275, 1.495, -0.452], [-0.695, 0.152, -0.860], [0.886, 0.646, 0.762], [-0.323, -1.928, 0.162], [-1.718, -0.207, -1.653], [2.211, 0.636, 0.369], [0.141, -0.658, -0.192], [0.583, 0.880, 1.992], [-0.899, 2.513, -0.359], [0.460, -2.474, 0.499], [-1.071, -1.887, 0.851], [-1.740, -1.131, -2.058], [-2.398, 0.497, -1.892], [2.872, 0.556, 1.126], [2.389, 0.068, -0.444], [-0.422, 0.843, 2.149]],
  "lowdin_charge": [-0.1986, -0.3112, -0.5511, 0.0683, 0.1878, 0.0775, -0.0401, 0.0810, 0.0837, 0.0879, 0.0981, 0.1102, 0.1160, 0.0821, 0.0769, 0.0314]
}

No. 4
{
  "formula": "C31H22BCl2F3O2S",
  "method": "ωB97M-V/def2-TZVPD",
  "multiplicity": 1,
  "e_tot_ha": -2988.09231,
  "smiles": "Clc1ccc(C(B2Oc3ccccc3O2)c2ccc(Cl)cc2)cc1.Cc1ccc(-c2ccc(C(F)(F)F)cc2)s1",
  "lumo_ev": -0.3,
  "e_above_lowest_kcal_mol": 26.0,
  "symbols": ["Cl", "C", "C", "C", "C", "C", "C", "C", "C", "C", "Cl", "C", "C", "C", "C", "H", "H", "H", "H", "H", "H", "H", "H", "H", "C", "C", "C", "C", "C", "B", "C", "C", "C", "C", "C", "F", "F", "F", "C", "C", "O", "C", "C", "C", "C", "C", "C", "O", "S", "H", "H", "H", "H", "H", "H", "H", "H", "H", "H", "H", "H", "H"],
  "positions_angstrom": [[-5.092, -1.449, 0.534], [-3.776, -1.177, 1.610], [-3.045, -2.274, 2.092], [-1.866, -2.028, 2.782], [-1.441, -0.716, 3.052], [-0.009, -0.441, 3.473], [0.887, -1.239, 2.514], [1.804, -2.216, 2.887], [2.833, -2.561, 2.004], [2.900, -1.968, 0.735], [4.278, -2.198, -0.268], [1.842, -1.174, 0.277], [0.810, -0.864, 1.152], [-2.287, 0.346, 2.740], [-3.439, 0.125, 1.985], [-3.393, -3.292, 1.905], [-1.237, -2.870, 3.078], [0.183, -0.571, 4.546], [1.711, -2.673, 3.870], [3.626, -3.233, 2.301], [1.862, -0.779, -0.736], [-0.056, -0.313, 0.780], [-1.995, 1.352, 3.066], [-4.085, 0.956, 1.693], [0.843, -0.402, 9.388], [0.016, -0.827, 8.242], [-1.159, -0.215, 7.821], [-1.829, -0.928, 6.786], [-1.150, -2.082, 6.388], [0.720, 0.995, 2.913], [-1.739, -3.271, 5.853], [-0.986, -4.453, 5.741], [-1.576, -5.615, 5.270], [-2.907, -5.595, 4.870], [-3.440, -6.791, 4.126], [-4.771, -7.002, 4.338], [-3.275, -6.634, 2.771], [-2.780, -7.938, 4.473], [-3.687, -4.458, 5.045], [-3.114, -3.298, 5.536], [0.407, 2.270, 2.513], [1.584, 3.026, 2.654], [2.615, 2.166, 3.092], [3.800, 2.637, 3.618], [3.913, 4.021, 3.810], [2.879, 4.879, 3.415], [1.721, 4.392, 2.766], [2.125, 0.916, 3.261], [0.396, -2.171, 7.226], [0.240, 0.005, 10.204], [1.455, -1.215, 9.775], [1.516, 0.396, 9.067], [-1.530, 0.703, 8.274], [-2.795, -0.664, 6.366], [0.076, -4.477, 5.986], [-0.981, -6.514, 5.168], [-4.725, -4.454, 4.729], [-3.716, -2.389, 5.626], [4.564, 1.928, 3.946], [4.792, 4.405, 4.323], [2.955, 5.938, 3.635], [0.943, 5.062, 2.411]],
  "lowdin_charge": [0.6730, -0.6821, -0.0887, -0.0336, -0.2114, -0.0469, -0.2290, -0.0106, -0.0793, -0.6783, 0.6722, -0.0771, -0.0261, -0.0264, -0.0925, 0.1098, 0.1257, 0.1236, 0.1156, 0.1028, 0.1118, 0.1410, 0.1228, 0.1088, -0.1084, -0.5789, -0.1162, -0.0978, -0.4804, -0.4225, -0.2592, -0.0420, -0.0036, -0.1319, -0.5193, 0.1194, 0.1131, 0.1103, -0.0085, -0.0136, 0.2012, -0.1484, -0.2020, 0.0047, -0.0827, -0.0829, 0.0030, 0.1608, 1.0871, 0.0882, 0.0728, 0.0841, 0.1138, 0.1096, 0.0903, 0.1231, 0.1277, 0.1186, 0.1251, 0.1028, 0.0986, 0.1190]
}